Entry 1:
{
  "formula": "C5H8O",
  "method": "ωB97M-V with the def2-TZVPD basis set",
  "orbital_gap_ev": 10.39,
  "de_lowest_kj_mol": 398.54,
  "symbols": ["C", "C", "C", "C", "C", "H", "H", "H", "H", "H", "H", "H", "H", "O"],
  "xyz": [[1.506287, -0.066578, 0.095574], [-0.680621, 0.864184, -0.391172], [-0.542843, -0.471450, -1.034556], [0.153999, -0.798599, 0.263627], [-0.783502, 0.265777, 0.976678], [2.351681, -0.568237, -0.592886], [1.994815, 0.237595, 0.949658], [-1.093583, 2.069718, -0.424664], [-1.588017, -1.056780, -1.244808], [-0.216536, -0.495663, -1.966124], [0.339421, -1.783531, 0.676388], [-1.852963, -0.040470, 1.172508], [-0.369416, 0.678889, 1.913434], [0.781274, 1.165151, -0.393656]],
  "forces_ev_per_angstrom": [[-2.361, 0.334, -2.933], [1.978, 5.501, 1.751], [-6.619, -1.945, 1.486], [1.551, -1.455, 1.500], [-0.768, -1.965, 0.805], [-2.366, 1.248, 0.839], [0.919, 0.383, 2.177], [0.494, -3.829, -1.137], [2.049, 1.202, 1.318], [2.756, 0.008, -3.869], [-0.710, -0.480, -0.205], [1.223, -0.334, -0.201], [-0.127, 0.492, -0.818], [1.980, 0.838, -0.714]],
  "lowdin_charge": [-0.100, -0.294, -0.111, -0.255, -0.094, 0.159, 0.072, 0.217, 0.171, 0.057, 0.128, 0.127, 0.119, -0.195]
}


Entry 2:
{
  "formula": "C22H30AlB3BeBrClF6IN3O27S4V",
  "method": "ωB97M-V with the def2-TZVPD basis set",
  "orbital_gap_ev": 1.00,
  "charge": 1,
  "symbols": ["C", "C", "C", "I", "C", "S", "O", "S", "O", "O", "O", "C", "N", "Cl", "H", "H", "H", "H", "H", "H", "H", "H", "H", "C", "C", "C", "C", "N", "C", "C", "C", "C", "C", "H", "H", "H", "H", "H", "H", "H", "H", "H", "H", "H", "H", "H", "H", "H", "H", "H", "H", "H", "H", "B", "O", "C", "O", "C", "O", "O", "O", "C", "O", "C", "O", "O", "Be", "B", "F", "F", "F", "F", "Br", "N", "S", "O", "O", "F", "S", "O", "O", "F", "Al", "B", "O", "C", "O", "C", "O", "O", "O", "C", "O", "C", "O", "O", "O", "H", "O", "V", "O"],
  "xyz": [[4.591835, 1.127317, 3.999347], [4.514899, 2.541497, 3.455366], [3.282973, 3.392277, 3.787625], [3.336266, 3.647090, 5.918760], [1.913335, 3.013215, 3.211882], [2.180003, 2.397443, 1.477738], [1.092805, 4.179414, 3.053210], [-0.400164, 3.681560, 2.590316], [-1.335985, 4.287944, 3.439637], [-0.590025, 3.830872, 1.206144], [-0.169273, 2.113112, 2.953181], [0.904233, 2.060163, 3.900236], [1.285928, 0.710001, 4.097411], [0.157269, 2.704679, 5.423060], [3.915787, 0.439091, 3.469918], [4.468559, 1.043164, 5.082201], [5.597111, 0.764573, 3.796931], [4.686193, 2.535055, 2.386333], [5.360494, 3.088381, 3.875211], [3.487785, 4.379562, 3.374741], [2.573061, 3.586974, 1.015089], [0.515199, 0.114135, 3.803125], [1.388595, 0.543195, 5.092434], [-0.771984, 0.768555, -1.637050], [-0.437326, 0.131145, -0.287743], [0.832682, -0.721715, -0.223829], [0.918997, -2.011974, -1.029868], [-0.076893, -3.084276, -0.682158], [-1.401331, -2.897960, -1.399162], [-1.189846, -3.531324, -2.760087], [-0.409295, -4.803436, -2.427570], [0.437440, -4.431906, -1.207444], [-0.279755, -3.173422, 0.792585], [-0.848415, 0.019385, -2.443240], [-1.743530, 1.263674, -1.578326], [-0.025480, 1.522789, -1.925869], [-1.298743, -0.435345, 0.051748], [-0.319389, 0.947481, 0.427146], [1.039207, -0.954436, 0.822824], [1.677380, -0.101370, -0.546786], [1.898472, -2.448993, -0.840247], [0.846839, -1.831776, -2.104224], [-2.158965, -3.430573, -0.826277], [-1.660073, -1.844885, -1.433106], [-0.603164, -2.875418, -3.414189], [-2.132087, -3.737385, -3.262829], [0.202545, -5.151628, -3.255197], [-1.088594, -5.615395, -2.173370], [1.493375, -4.341645, -1.440308], [0.312314, -5.167642, -0.418506], [-0.757326, -2.265654, 1.144648], [0.686375, -3.321990, 1.272352], [-0.935559, -4.015163, 0.989086], [-0.462679, 6.793505, 7.392342], [-0.105631, 5.531613, 8.155503], [0.963153, 5.013487, 7.675876], [1.573873, 4.025053, 8.003405], [1.434947, 5.900917, 6.502960], [2.475651, 5.652001, 5.820535], [0.693601, 6.875856, 6.322919], [-1.723207, 6.687196, 6.745800], [-2.512496, 7.715083, 7.157891], [-3.622202, 7.915713, 6.813310], [-1.663643, 8.551544, 8.148754], [-1.986759, 9.528914, 8.723492], [-0.451643, 7.940610, 8.229141], [3.044076, -1.063713, 2.486615], [-3.678204, -2.080137, 1.611714], [-3.944376, -3.061207, 0.691766], [-4.765799, -1.466852, 2.118092], [-2.941242, -2.754355, 2.788044], [-2.716848, -1.180814, 1.117002], [-3.245986, -4.815275, 3.189214], [0.395770, -8.736340, -2.710678], [0.986672, -8.585270, -1.260834], [2.114929, -9.388797, -0.947776], [0.044582, -8.341428, -0.214403], [1.643354, -7.114382, -1.451484], [-0.324923, -10.122365, -3.008747], [-0.519791, -10.288731, -4.404256], [-1.369960, -10.459756, -2.107179], [0.818322, -11.168757, -2.674047], [0.140835, 0.224639, -4.052112], [-1.379693, 1.666998, -9.076892], [-1.271634, 3.037035, -9.783534], [-2.500991, 3.284006, -10.546374], [-2.733959, 4.214762, -11.186803], [-3.342623, 1.983749, -10.279526], [-4.406343, 1.822813, -10.748208], [-2.662521, 1.160961, -9.478161], [-0.275214, 0.816379, -9.453539], [0.397614, 0.439653, -8.365457], [1.353869, -0.251189, -8.293535], [-0.323656, 1.094762, -7.161688], [0.007372, 0.965866, -5.987567], [-1.314723, 1.793764, -7.583368], [-4.845577, -6.126627, 4.640865], [-5.785298, -6.002762, 4.435407], [-0.232050, 3.780636, -9.139228], [1.340244, 4.645079, -8.848631], [2.716018, 5.307764, -8.599507]],
  "forces_ev_per_angstrom": [[0.313, -0.049, -0.301], [0.525, -0.048, 0.942], [-0.369, 0.421, -0.948], [-0.317, 0.605, 0.528], [-0.066, 0.251, -0.511], [0.525, -0.821, 0.198], [0.049, -0.193, 0.240], [-0.988, 0.780, -0.261], [-0.068, 0.058, 0.797], [0.569, -0.493, -0.748], [0.251, 0.552, 0.168], [-1.035, -0.808, -0.096], [-0.089, 0.127, -0.234], [0.617, 0.190, 0.413], [0.018, 0.397, 0.527], [-0.314, -0.003, 0.114], [0.100, -0.100, 0.015], [-0.266, 0.087, -0.178], [0.088, 0.185, -0.072], [-0.063, 0.276, 0.266], [0.032, 0.233, 0.084], [0.008, -0.072, -0.092], [0.212, -0.143, -0.003], [-0.259, 0.062, 0.723], [0.029, -0.090, -0.092], [-0.183, 0.379, -0.204], [-0.021, 0.101, 0.240], [-0.037, -0.260, -0.121], [-0.010, 0.064, -0.252], [0.103, -0.088, 0.048], [-0.049, 0.045, -0.067], [-0.096, -0.461, -0.134], [-0.009, 0.141, 0.022], [-0.560, -0.034, 1.092], [0.017, 0.044, -0.067], [0.027, -0.086, -0.089], [-0.016, 0.070, 0.048], [-0.040, 0.026, 0.019], [-0.027, 0.025, -0.030], [0.108, -0.134, -0.042], [0.029, 0.018, -0.052], [-0.038, -0.103, -0.018], [-0.020, 0.062, 0.054], [-0.049, 0.007, 0.211], [-0.013, 0.012, -0.016], [-0.042, 0.034, 0.046], [0.051, -0.050, 0.041], [-0.001, -0.009, 0.017], [0.029, 0.033, 0.078], [0.124, 0.008, 0.049], [-0.083, -0.040, 0.071], [0.004, -0.082, -0.013], [-0.013, -0.074, 0.060], [-1.427, 0.625, 0.722], [0.594, 0.070, -0.601], [-0.274, -0.027, 0.345], [0.418, 0.026, -0.203], [-0.227, -0.424, 0.224], [0.366, -0.877, -0.516], [0.359, -0.078, -0.050], [0.344, -0.226, -0.170], [0.034, 0.109, 0.068], [-0.044, -0.017, -0.038], [-0.104, -0.026, -0.099], [0.022, 0.050, 0.045], [0.369, -0.164, -0.111], [-0.106, -0.601, -0.318], [0.385, -0.546, 0.836], [0.119, -0.084, -0.282], [-0.196, 0.239, 0.036], [0.563, 1.613, -1.253], [0.050, 0.227, -0.117], [-3.069, -2.130, 2.201], [0.027, -0.202, 0.152], [0.156, 0.516, 0.763], [0.234, -0.265, -0.169], [-0.330, 0.155, -0.086], [-0.068, 0.236, -0.417], [0.357, -0.572, -0.163], [-0.167, 0.458, -0.359], [-0.211, 0.152, 0.204], [0.004, -0.010, 0.033], [0.967, -0.085, -1.860], [-0.293, -0.965, -0.016], [0.919, -1.390, 1.541], [-1.020, 0.397, -0.405], [0.327, 0.406, 0.058], [0.669, -0.421, 0.383], [-0.141, 0.224, -0.161], [0.032, 0.711, -0.314], [0.002, 0.377, 0.275], [0.024, -0.069, -0.024], [0.118, -0.040, 0.061], [0.077, -0.114, -0.092], [-0.125, 0.057, 0.167], [-0.039, 0.322, -0.218], [2.018, 0.329, -0.704], [0.268, 0.440, -0.754], [-2.553, -0.638, -1.565], [1.108, 0.886, 0.440], [0.778, 0.297, 0.042]],
  "lowdin_charge": [-0.151, -0.330, -0.509, 1.894, -0.724, 0.911, -0.230, 0.578, -0.186, -0.200, -0.226, -0.864, 0.081, 0.829, -0.139, 0.068, 0.096, 0.096, 0.108, 0.120, -0.053, 0.110, 0.093, -0.174, -0.215, -0.215, -0.112, -0.228, -0.077, -0.141, -0.116, -0.074, 0.028, -0.117, 0.111, 0.055, 0.076, 0.088, 0.008, 0.108, 0.133, 0.083, 0.140, 0.116, 0.080, 0.132, 0.128, 0.134, 0.127, 0.127, 0.084, 0.109, 0.108, -0.816, 0.306, -0.451, 0.027, -0.355, -0.147, 0.345, 0.248, -0.335, 0.224, -0.336, 0.224, 0.251, 0.496, -1.251, 0.129, 0.200, -0.305, 0.088, 0.769, -0.323, 0.473, -0.275, -0.300, -0.237, 0.462, -0.285, -0.276, -0.185, 1.082, -0.795, 0.056, -0.168, 0.316, -0.342, 0.265, 0.281, 0.277, -0.356, 0.230, -0.326, -0.073, 0.286, -0.369, -0.042, -0.216, 1.011, -0.359]
}


Entry 3:
{
  "formula": "C6H13NO",
  "method": "ωB97M-V with the def2-TZVPD basis set",
  "orbital_gap_ev": 9.70,
  "smiles": "C/C=C/C[C@H](N)CO",
  "de_lowest_kj_mol": 375.30,
  "symbols": ["C", "C", "C", "C", "C", "N", "C", "O", "H", "H", "H", "H", "H", "H", "H", "H", "H", "H", "H", "H", "H"],
  "xyz": [[-0.802811, -2.017944, 2.695411], [-0.979938, -1.440592, 1.320276], [-0.009043, -1.162012, 0.430196], [-0.315772, -0.399967, -0.834502], [0.057269, 1.057465, -0.542697], [-0.810513, 2.055368, -1.239048], [1.544983, 1.178576, -0.841326], [1.770827, 1.565707, -2.194520], [-0.218405, -1.228528, 3.270325], [-1.913244, -2.258038, 3.107586], [-0.096998, -2.892482, 2.656960], [-1.971554, -1.254162, 0.973258], [0.975210, -1.397685, 0.706050], [0.044620, -0.807945, -1.705396], [-1.334652, -0.567112, -1.057948], [0.024309, 1.439681, 0.543342], [-1.790932, 1.734227, -1.414298], [-0.446721, 2.075196, -2.179469], [1.840468, 0.002344, -1.050311], [2.186795, 1.831989, -0.364199], [2.246094, 2.485921, -2.279691]],
  "forces_ev_per_angstrom": [[-0.671, 0.165, 0.562], [1.180, -0.197, -1.199], [-2.159, -0.511, 0.544], [-0.800, 0.438, 3.280], [-0.949, 1.846, 1.162], [-0.023, -0.491, -0.727], [-0.089, -3.812, -4.202], [1.138, 3.209, -1.990], [-1.220, -1.002, -0.038], [3.089, 0.406, -0.435], [-1.094, 0.467, 0.230], [-0.779, 0.265, 0.068], [1.518, -0.125, 0.152], [2.102, -0.563, -2.049], [-1.731, 0.465, 0.390], [-0.518, -1.654, -1.114], [1.207, 0.002, 0.862], [0.268, 0.404, -0.480], [0.250, 2.874, 2.003], [0.912, 0.571, 2.478], [-1.629, -2.756, 0.503]],
  "lowdin_charge": [-0.123, -0.194, -0.120, -0.186, -0.372, 0.024, -0.210, -0.142, 0.084, 0.117, 0.076, 0.086, 0.090, 0.089, 0.093, 0.157, 0.085, 0.042, 0.167, 0.092, 0.146]
}


| no. | total energy (hartree) |
| --- | --- |
| 1 | -270.4061 |
| 2 | -9851.2336 |
| 3 | -366.2910 |